# 1
ORCA calculation (wB97M-V/def2-TZVPD) on an isolated molecule of C5H6N2O at a distorted geometry.

Results
- SMILES = NC1=C/C(=N\O)C=C1
- E_HOMO (eV) = -8.1
- Kohn-Sham gap (eV) = 8.122
- relative energy (zero: lowest compared OMol25 entry of this formula, charge and spin) (kJ/mol) = 268.7
- 2S+1 = 1

Last column: Löwdin charge in e.
Atoms and positions in Å:
C 1.065 -0.347 -0.064  -0.30
C -0.212 -0.851 -0.044  0.01
C -1.029 0.350 -0.068  -0.35
C -0.221 1.604 -0.102  0.00
C 1.077 1.175 -0.120  -0.02
H 3.007 -0.322 -0.105  0.07
H 2.474 -1.866 0.392  0.09
H -0.483 -1.875 -0.090  0.10
H -0.707 2.513 0.221  0.11
H 1.811 1.795 0.389  0.10
H -3.865 -0.593 -0.169  0.14
N 2.291 -1.026 -0.134  0.10
N -2.304 0.350 -0.093  0.02
O -2.905 -0.906 -0.014  -0.07


# 2
ORCA calculation (wB97M-V/def2-TZVPD) on a structure of composition C9H15Cl2O6PTlY at a distorted geometry.

Results
- E_HOMO (alpha / beta) (eV) = -20.8 / -20.8
- charge = +4
- Kohn-Sham gap (alpha / beta) (eV) = 5.515 / 5.857
- relative energy (zero: lowest compared OMol25 entry of this formula, charge and spin) (kJ/mol) = 574.3
- 2S+1 = 1

Last column: Löwdin charge in e.
Atoms and positions in Å:
Y 1.873 0.284 -7.324  1.24
Tl -0.080 -0.001 -0.178  0.85
Cl -0.015 -0.956 -7.500  0.23
Cl 0.592 2.370 0.056  0.22
C 0.858 -0.432 1.650  -0.17
C 2.438 -0.198 -9.443  -0.04
C 3.781 1.297 -7.485  -0.01
O 1.411 -0.649 2.704  0.19
O 2.650 -0.503 -10.523  0.30
O 4.798 1.870 -7.444  0.29
C -4.521 -0.377 1.820  -0.02
C -3.385 0.573 1.602  -0.27
O -2.198 -0.157 2.125  -0.30
P -1.023 1.165 2.444  1.09
O -1.837 1.401 3.877  -0.24
C -1.293 0.503 4.928  -0.24
C -2.229 0.523 6.098  -0.02
O 0.193 2.340 2.696  -0.35
C 1.506 2.005 3.187  -0.33
C 2.208 3.222 3.710  -0.02
H -4.353 -1.309 1.294  0.10
H -5.409 0.118 1.422  0.12
H -4.660 -0.558 2.881  0.10
H -3.165 0.742 0.553  0.10
H -3.565 1.488 2.128  0.12
H -1.177 -0.503 4.536  0.12
H -0.338 0.945 5.209  0.11
H -3.197 0.136 5.810  0.09
H -1.785 -0.122 6.854  0.11
H -2.317 1.528 6.487  0.10
H 1.364 1.273 4.015  0.12
H 2.124 1.596 2.405  0.08
H 1.656 3.677 4.524  0.10
H 3.179 2.887 4.093  0.12
H 2.381 3.921 2.911  0.09


# 3
ORCA calculation (wB97M-V/def2-TZVPD) on a cluster of 16 separate species, C18H23Cl45FP in total at a distorted geometry.

Results
- E_HOMO (eV) = -8.3
- Kohn-Sham gap (eV) = 8.476
- 2S+1 = 1

Last column: Löwdin charge in e.
Atoms and positions in Å:
C 1.871 -5.121 3.306  -0.11
C 0.510 -4.770 2.672  -0.28
C 0.680 -3.463 1.903  -0.63
F -0.500 -2.746 1.865  -0.15
P 1.291 -3.611 0.165  0.83
H 2.156 -4.329 3.986  0.07
H 1.825 -6.077 3.808  0.07
H 2.595 -5.166 2.495  0.06
H -0.195 -4.605 3.487  0.11
H 0.140 -5.595 2.074  0.09
H 1.388 -2.853 2.456  0.09
H 2.700 -3.648 0.171  -0.10
H 0.729 -4.711 -0.509  -0.11
C 0.261 2.872 5.836  -1.55
Cl -0.583 2.568 4.314  0.53
Cl -0.770 3.784 6.951  0.51
Cl 0.792 1.355 6.565  0.50
H 1.135 3.472 5.622  -0.04
C -0.742 6.003 4.035  -1.55
Cl 0.982 5.628 3.989  0.54
Cl -1.135 6.979 5.450  0.53
Cl -1.239 6.832 2.559  0.51
H -1.282 5.068 4.102  -0.05
C -1.296 -3.271 -2.973  -1.54
Cl 0.407 -2.992 -3.346  0.50
Cl -1.585 -3.194 -1.234  0.47
Cl -2.310 -2.110 -3.833  0.51
H -1.555 -4.263 -3.310  -0.05
C -0.736 1.358 -2.166  -1.52
Cl -0.513 0.088 -0.959  0.49
Cl 0.424 1.104 -3.475  0.50
Cl -2.391 1.375 -2.778  0.52
H -0.539 2.317 -1.707  -0.02
C -3.992 -5.677 1.205  -1.53
Cl -5.254 -5.569 2.436  0.53
Cl -4.703 -5.781 -0.410  0.52
Cl -2.889 -4.307 1.317  0.54
H -3.426 -6.582 1.382  0.01
C -2.100 6.741 -2.279  -1.53
Cl -1.826 6.858 -0.540  0.50
Cl -1.030 5.542 -3.017  0.52
Cl -3.782 6.349 -2.623  0.53
H -1.873 7.707 -2.714  0.01
C 1.360 1.539 10.748  -1.53
Cl 0.184 2.192 11.891  0.50
Cl 0.811 -0.015 10.111  0.52
Cl 1.640 2.686 9.438  0.50
H 2.294 1.381 11.269  0.01
C 2.651 -6.369 -5.063  -1.58
Cl 4.039 -5.396 -5.555  0.52
Cl 2.234 -6.057 -3.374  0.50
Cl 1.267 -6.056 -6.112  0.51
H 2.922 -7.413 -5.162  -0.09
C 2.806 5.450 0.167  -1.52
Cl 3.744 4.889 1.555  0.53
Cl 1.644 4.214 -0.331  0.53
Cl 1.984 6.965 0.536  0.52
H 3.488 5.625 -0.654  0.01
C 2.277 1.156 2.144  -1.51
Cl 2.550 1.567 3.843  0.53
Cl 3.239 -0.252 1.685  0.54
Cl 0.563 0.862 1.837  0.49
H 2.594 1.995 1.538  -0.04
C -2.569 7.372 -6.137  -1.58
Cl -1.407 8.702 -6.196  0.52
Cl -4.101 7.940 -5.467  0.51
Cl -2.818 6.694 -7.748  0.52
H -2.166 6.600 -5.492  -0.05
C -2.860 -4.976 -7.273  -1.53
Cl -2.363 -4.981 -5.579  0.55
Cl -1.628 -4.210 -8.277  0.53
Cl -3.189 -6.618 -7.832  0.53
H -3.772 -4.401 -7.356  0.01
C 1.638 4.615 -6.925  -1.53
Cl 1.429 3.186 -5.910  0.51
Cl 2.177 4.132 -8.537  0.53
Cl 0.165 5.582 -7.054  0.52
H 2.407 5.233 -6.483  0.01
C 4.395 -8.846 -8.279  -1.52
Cl 6.091 -8.569 -8.673  0.53
Cl 4.147 -8.783 -6.528  0.58
Cl 3.364 -7.671 -9.093  0.53
H 4.123 -9.834 -8.622  0.01
C -3.696 2.669 10.830  -1.53
Cl -2.770 3.164 12.250  0.49
Cl -2.782 2.969 9.348  0.50
Cl -4.148 0.967 10.949  0.53
H -4.602 3.258 10.796  0.01


# 4
ORCA calculation (wB97M-V/def2-TZVPD) on a structure of composition C41H51LaN13O4S2 at a distorted geometry.

Results
- E_HOMO (eV) = -9.7
- charge = +1
- Kohn-Sham gap (eV) = 7.647
- relative energy (zero: lowest compared OMol25 entry of this formula, charge and spin) (kJ/mol) = 268.2
- 2S+1 = 1

Last column: Löwdin charge in e.
Atoms and positions in Å:
La -14.661 0.599 -16.276  2.03
C -15.650 4.926 -13.089  -0.03
N -16.429 3.726 -12.838  -0.06
C -17.829 3.901 -12.381  -0.12
C -18.255 2.489 -12.253  -0.13
N -17.466 1.846 -13.314  -0.04
C -17.542 0.349 -13.382  0.01
C -16.305 2.522 -13.447  -0.38
N -15.290 1.996 -14.076  -0.01
C -13.980 2.576 -13.935  -0.29
C -13.502 3.547 -14.964  -0.23
N -13.746 3.048 -16.375  -0.08
C -13.774 3.976 -17.287  -0.34
N -13.433 5.335 -17.166  -0.07
C -12.565 6.009 -16.182  -0.03
C -13.469 5.944 -18.497  -0.13
C -14.018 4.886 -19.449  -0.12
N -14.065 3.729 -18.605  -0.07
C -14.451 2.375 -19.167  -0.02
H -15.713 5.077 -14.178  0.10
H -14.672 4.829 -12.711  0.06
H -16.093 5.754 -12.561  0.09
H -18.463 4.357 -13.188  0.13
H -17.832 4.573 -11.433  0.16
H -19.343 2.421 -12.428  0.13
H -18.000 2.143 -11.249  0.12
H -18.413 0.112 -12.871  0.07
H -16.657 -0.116 -12.968  0.08
H -17.601 -0.034 -14.416  0.06
H -13.301 1.722 -13.921  0.07
H -13.794 3.130 -12.918  0.15
H -12.440 3.850 -14.747  0.12
H -14.165 4.439 -14.900  0.07
H -12.180 6.887 -16.782  0.11
H -11.737 5.374 -15.887  0.08
H -13.115 6.257 -15.276  0.08
H -12.483 6.221 -18.777  0.11
H -14.056 6.794 -18.480  0.10
H -13.344 4.887 -20.318  0.13
H -15.073 5.116 -19.779  0.15
H -14.301 2.422 -20.266  0.12
H -15.498 2.163 -18.962  0.04
H -13.830 1.632 -18.687  -0.05
C -17.224 1.424 -8.275  -0.10
O -17.804 0.367 -8.978  -0.10
C -17.066 -0.764 -9.224  -0.29
C -17.666 -1.764 -9.935  -0.02
C -17.003 -2.884 -10.344  0.00
C -15.677 -3.056 -9.875  -0.31
C -15.045 -2.120 -9.148  -0.02
C -15.757 -0.935 -8.801  0.01
N -15.064 -4.306 -10.108  0.10
N -14.422 -4.493 -11.155  0.10
C -14.116 -3.379 -12.012  -0.25
C -13.109 -2.519 -11.727  -0.01
C -12.749 -1.503 -12.677  0.00
C -13.387 -1.285 -13.877  -0.37
O -13.112 -0.295 -14.700  -0.35
C -14.558 -2.130 -14.088  -0.14
N -15.367 -1.775 -15.087  0.02
C -16.468 -2.435 -15.285  -0.16
C -16.796 -3.538 -14.518  -0.05
C -15.995 -3.956 -13.519  -0.01
C -14.906 -3.188 -13.146  -0.09
H -17.933 2.229 -8.320  0.09
H -16.296 1.738 -8.799  0.10
H -16.883 1.138 -7.266  0.10
H -18.687 -1.727 -10.271  0.12
H -17.348 -3.719 -10.999  0.13
H -14.096 -2.219 -8.664  0.11
H -15.247 -0.217 -8.164  0.11
H -12.443 -2.590 -10.898  0.11
H -11.855 -0.939 -12.443  0.11
H -17.209 -2.089 -16.021  0.11
H -17.764 -4.084 -14.722  0.14
H -16.191 -4.799 -12.934  0.10
C -22.281 3.153 -13.825  -0.05
C -21.155 2.750 -14.744  -0.29
C -20.745 1.474 -14.896  -0.06
C -19.733 1.188 -15.782  -0.07
C -19.011 2.228 -16.342  -0.24
C -19.423 3.580 -16.091  -0.07
C -20.555 3.845 -15.430  -0.04
S -17.605 2.019 -17.441  0.58
O -17.974 2.452 -18.780  -0.29
O -16.490 2.744 -16.796  -0.41
N -17.153 0.519 -17.307  -0.23
C -16.818 -0.271 -18.371  -0.44
C -17.678 -0.676 -19.409  -0.01
C -17.180 -1.385 -20.480  -0.02
C -15.815 -1.831 -20.424  -0.05
C -15.109 -1.535 -19.319  -0.19
N -15.512 -0.705 -18.367  -0.04
H -22.408 2.383 -13.050  0.08
H -23.232 3.227 -14.407  0.10
H -22.166 4.151 -13.357  0.08
H -21.316 0.655 -14.409  0.14
H -19.547 0.161 -15.960  0.10
H -18.889 4.379 -16.661  0.13
H -20.919 4.855 -15.309  0.12
H -18.741 -0.346 -19.296  0.14
H -17.761 -1.540 -21.355  0.10
H -15.320 -2.394 -21.219  0.11
H -14.099 -1.893 -19.430  0.09
N -10.294 -0.618 -16.166  0.13
C -11.110 0.251 -16.750  -0.98
N -11.131 1.528 -16.328  0.09
S -11.990 -0.101 -18.137  0.64
H -9.977 -0.434 -15.243  0.11
H -10.541 -1.583 -16.371  0.11
H -10.942 1.635 -15.323  0.12
H -11.904 2.093 -16.655  0.03


# 5
ORCA calculation (wB97M-V/def2-TZVPD) on a structure of composition C18H47ClGaN4O3Si4.

Results
- E_HOMO (eV) = -10.9
- charge = +1
- Kohn-Sham gap (eV) = 8.440
- relative energy (zero: lowest compared OMol25 entry of this formula, charge and spin) (kJ/mol) = 26.8
- 2S+1 = 1

Last column: Löwdin charge in e.
Atoms and positions in Å:
Ga 0.537 -0.250 0.757  0.40
C -2.310 3.907 -1.017  -0.01
O -1.481 3.370 0.026  0.04
C -0.957 2.171 -0.085  -0.56
O -0.133 1.765 0.714  -0.04
N -1.300 1.380 -1.145  0.07
N -0.782 0.073 -1.131  0.07
H -2.478 4.943 -0.747  0.11
H -3.270 3.390 -1.053  0.10
H -1.798 3.861 -1.978  0.10
H -2.077 1.599 -1.746  0.15
H -0.334 -0.130 -2.018  0.11
H -1.530 -0.596 -0.971  0.10
C -1.637 -3.535 -0.161  -0.02
N -0.396 -4.277 -0.246  -0.07
C -0.493 -5.730 -0.324  -0.14
C 0.603 -6.259 -1.220  -0.14
C 1.931 -5.792 -0.669  -0.14
N 1.921 -4.361 -0.376  -0.06
C 3.244 -3.777 -0.271  -0.06
C 0.794 -3.633 -0.169  -0.44
O 0.842 -2.407 0.080  -0.10
H -2.326 -3.902 -0.922  0.10
H -1.436 -2.485 -0.347  0.04
H -2.111 -3.638 0.818  0.11
H -1.477 -5.975 -0.720  0.12
H -0.424 -6.170 0.676  0.14
H 0.459 -5.880 -2.234  0.13
H 0.579 -7.347 -1.258  0.13
H 2.728 -5.973 -1.392  0.13
H 2.188 -6.347 0.240  0.14
H 3.781 -3.905 -1.214  0.10
H 3.818 -4.276 0.513  0.10
H 3.169 -2.718 -0.045  0.04
Cl -1.700 0.400 2.934  0.54
C -1.084 -0.810 1.777  -0.67
H -1.909 -1.058 1.112  -0.01
H -0.848 -1.716 2.333  0.01
C 3.484 0.456 3.666  -0.21
Si 3.661 -0.769 2.255  0.35
C 2.687 -2.271 2.853  -0.20
C 5.472 -1.206 2.028  -0.21
Si 2.781 0.301 0.315  0.45
Si 3.118 2.643 0.510  0.38
C 2.538 3.344 2.154  -0.21
C 4.972 2.890 0.338  -0.21
C 2.272 3.646 -0.852  -0.20
Si 3.157 -0.347 -1.933  0.37
C 4.986 -0.650 -2.207  -0.21
C 2.610 1.099 -3.010  -0.21
C 2.168 -1.803 -2.606  -0.20
H 3.666 -0.074 4.605  0.04
H 2.485 0.891 3.725  0.03
H 4.202 1.273 3.602  0.03
H 3.052 -2.475 3.864  0.04
H 2.810 -3.175 2.271  0.01
H 1.616 -2.069 2.935  0.02
H 5.839 -1.798 2.870  0.04
H 6.077 -0.299 1.967  0.03
H 5.642 -1.779 1.115  0.01
H 3.309 3.280 2.920  0.02
H 1.632 2.870 2.530  0.02
H 2.315 4.404 2.002  0.04
H 5.516 2.375 1.133  0.02
H 5.222 3.952 0.401  0.04
H 5.343 2.518 -0.620  0.02
H 1.313 3.239 -1.170  0.00
H 2.900 3.739 -1.737  0.02
H 2.101 4.654 -0.466  0.04
H 5.562 0.266 -2.062  0.03
H 5.169 -1.004 -3.225  0.04
H 5.381 -1.398 -1.517  0.02
H 3.295 1.943 -2.958  0.02
H 1.617 1.464 -2.736  0.01
H 2.573 0.766 -4.051  0.04
H 2.529 -2.783 -2.291  0.01
H 2.263 -1.754 -3.696  0.04
H 1.107 -1.739 -2.356  0.01


# 6
ORCA calculation (wB97M-V/def2-TZVPD) on an isolated molecule of C4H3NO2 at a distorted geometry.

Results
- SMILES = N#CC(C=O)C=O
- E_HOMO (eV) = -10.9
- Kohn-Sham gap (eV) = 10.714
- relative energy (zero: lowest compared OMol25 entry of this formula, charge and spin) (kJ/mol) = 181.4
- 2S+1 = 1

Last column: Löwdin charge in e.
Atoms and positions in Å:
O 2.173 0.778 -0.798  0.09
C 1.014 0.915 -0.526  -0.20
C -1.265 0.247 -0.615  -0.22
N -2.242 0.850 -0.747  0.19
O -1.147 -0.772 1.786  0.09
C -0.140 -0.925 1.151  -0.19
C 0.047 -0.280 -0.253  -0.19
H 0.500 1.896 -0.576  0.14
H 0.643 -1.627 1.482  0.13
H 0.419 -1.082 -0.903  0.15